--- a ---
A single C20H18N4O4S molecule. Source: OMol25; level of theory: wB97M-V/def2-TZVPD.

```
! RIJCOSX wB97M-V def2-TZVPD def2/J DEFGRID3
* xyz 0 1
H -1.575 2.221 -1.003
C -0.503 2.090 -1.061
C 1.662 2.476 -0.077
H -2.445 1.788 -3.045
O 2.522 2.947 0.869
C 0.080 1.413 -2.122
C 3.448 -1.847 -1.141
C -2.834 -1.409 -0.374
N -4.012 -1.124 -0.843
H 0.741 0.030 4.449
C -2.565 -0.090 -2.066
H -0.352 -2.020 2.125
C 2.171 -1.522 1.298
N -1.857 -0.783 -1.118
S -2.351 -2.428 0.939
H -2.260 -0.190 2.439
H 3.945 -1.979 -2.091
O -0.595 0.846 -3.172
C 2.247 1.802 -1.152
H 5.258 -1.972 0.001
H 1.531 4.658 1.498
O 0.207 -0.399 3.761
H 2.864 4.043 2.507
C -1.994 0.788 -3.133
H -0.203 3.136 0.767
H 1.285 3.215 2.520
H 1.696 -1.392 2.257
H 1.494 -1.684 -2.003
C -1.292 -0.068 1.939
C 1.469 1.285 -2.159
C 2.080 -1.681 -1.099
H 1.914 0.774 -2.997
C 2.005 3.757 1.902
C 0.283 2.621 -0.047
O -0.200 1.697 3.138
C 4.186 -1.846 0.032
H 4.114 -1.684 2.164
N -0.531 -0.951 -1.012
C 3.543 -1.685 1.248
H -2.291 0.377 -4.104
N -3.840 -0.287 -1.880
H 3.320 1.698 -1.171
C -0.020 -1.284 0.115
H -1.416 0.678 1.150
C -0.854 -1.422 1.367
C 1.421 -1.511 0.123
C -0.370 0.519 2.980
*
```

Results
**HOMO**: -7.99 eV
**LUMO energy**: -0.245 eV
**HOMO-LUMO gap**: 7.7 eV
**M**: 410.45 g/mol

---

--- b ---
A single C20H18N4O4S molecule. Source: OMol25; level of theory: wB97M-V/def2-TZVPD.

```
! RIJCOSX wB97M-V def2-TZVPD def2/J DEFGRID3
* xyz 0 1
H -7.110 -1.440 0.786
C 4.027 -1.228 -0.424
N 3.157 -0.294 0.060
C 2.346 -4.171 0.710
H 0.504 2.725 2.561
H 5.008 1.213 -1.196
H 1.402 1.263 1.080
C -1.911 0.604 0.632
H -3.536 -3.047 -0.964
C 3.607 -2.604 -0.105
H 3.570 -5.864 0.088
C -1.143 2.954 -0.381
H -4.558 -1.949 -1.914
H -0.452 4.175 2.176
O 1.177 3.981 1.046
C 2.144 3.194 0.485
H 2.364 -0.654 0.574
C 4.214 1.768 -0.729
C 3.205 1.097 -0.050
N -3.140 0.033 -1.214
H 3.122 4.943 -0.244
C -5.319 -2.402 0.066
C 4.176 3.151 -0.792
C 4.224 -3.792 -0.402
C -6.288 -1.228 0.107
C 3.401 -4.808 0.130
H 1.485 -4.540 1.232
H -5.789 -0.324 0.446
N -1.148 1.332 1.375
H 4.958 3.677 -1.319
O -2.399 2.442 -2.340
H -5.849 -3.304 -0.242
C 3.158 3.867 -0.197
O 5.041 -0.998 -1.050
C -1.992 2.175 -1.239
C 0.130 3.354 1.744
C 2.172 1.811 0.558
H -4.907 -2.577 1.063
H -0.806 3.904 -0.762
C -3.336 -1.003 -0.509
S -2.521 -0.963 1.071
O 2.456 -2.842 0.576
H 5.146 -3.903 -0.933
N -2.355 0.938 -0.615
C -0.766 2.527 0.854
H -6.697 -1.038 -0.883
C -4.168 -2.156 -0.917
*
```

Results
**HOMO**: -8.25 eV
**LUMO energy**: -0.002 eV
**HOMO-LUMO gap**: 8.2 eV
**M**: 410.45 g/mol

---

Which structure is most stable, and how do the rest compare? From most to least stable: b, a.

---

--- a ---
A single C4H10NOP molecule. Source: OMol25; level of theory: wB97M-V/def2-TZVPD.

```
! RIJCOSX wB97M-V def2-TZVPD def2/J DEFGRID3
* xyz 0 1
P 2.438 -0.578 0.066
H -0.290 -0.777 1.854
H 0.983 -0.745 -1.635
C 0.446 1.349 0.500
H 2.151 -1.359 1.289
H -1.876 -0.372 1.314
H -0.683 0.827 -2.124
H -1.010 -1.858 0.552
C -1.161 0.291 -1.326
N 0.927 -0.793 -0.703
C -0.203 0.093 -0.122
H -2.107 0.799 -1.013
H -1.629 -0.674 -1.630
O 2.367 0.851 0.738
H -0.083 1.614 1.469
C -0.946 -0.773 0.931
H 0.677 2.105 -0.161
*
```

Results
**HOMO (alpha / beta)**: -8.18 / -8.18 eV
**LUMO energy (alpha / beta)**: -0.147 / -0.147 eV
**HOMO-LUMO gap (alpha / beta)**: 8.0 / 8.0 eV
**M**: 119.10 g/mol

---

--- b ---
A single C4H10NOP molecule. Source: OMol25; level of theory: wB97M-V/def2-TZVPD.

```
! RIJCOSX wB97M-V def2-TZVPD def2/J DEFGRID3
* xyz 0 1
H -1.896 0.139 -2.053
H -1.947 -0.799 0.638
O 1.586 -0.533 2.475
H -1.495 1.236 -0.594
N 0.158 -0.272 0.580
H 0.383 -0.510 -2.250
H -0.596 -0.677 2.511
C 0.995 0.427 -0.386
C -1.121 -0.732 -0.123
C -1.203 0.297 -1.215
H 2.126 -0.294 3.261
P 0.276 0.381 2.190
C 0.223 0.436 -1.654
H 0.249 1.411 -2.304
H 1.355 1.397 -0.015
H -0.977 -1.801 -0.570
H 1.885 -0.108 -0.492
*
```

Results
**HOMO**: -8.13 eV
**LUMO energy**: 0.951 eV
**HOMO-LUMO gap**: 9.1 eV
**M**: 119.10 g/mol

---

Which structure is most stable, and how do the rest compare? From most to least stable: b, a.